No. 1
Here is a molecular structure, C6H9NO2 in a non-equilibrium geometry from OMol25. Energies are from ωB97M-V/def2-TZVPD.

Calculated values
E_HOMO	-8.09	eV
Kohn-Sham gap	0.2906	hartree
LUMO	-0.19	eV
calculated total energy	-11948.917	eV

Geometry as XYZ:
```
18
Properties=species:S:1:pos:R:3:lowdin_charge:R:1
C 0.83 -0.72 1.25 -0.14
C -2.43 -0.13 0.17 -0.01
C 2.11 0.60 -0.64 -0.01
N 0.17 -1.31 0.10 0.12
C -1.11 -0.11 -0.57 -0.54
C 0.99 0.41 0.30 -0.15
C -0.23 1.14 -0.02 -0.30
O -1.05 -0.31 -1.80 -0.04
O -0.54 2.30 0.00 0.15
H 0.46 -1.70 -0.78 0.12
H 0.16 -0.58 2.09 0.13
H 1.76 -1.21 1.53 0.12
H -2.28 -0.13 1.25 0.08
H -3.00 0.76 -0.10 0.09
H -2.96 -1.04 -0.12 0.09
H 2.51 1.61 -0.51 0.11
H 2.90 -0.14 -0.50 0.09
H 1.70 0.56 -1.66 0.11
```


No. 2
Here is a molecular structure, C28H48GaN2O19 in a non-equilibrium geometry from OMol25. Energies are from ωB97M-V/def2-TZVPD.

Calculated values
E_HOMO	-3.80	eV
Kohn-Sham gap	0.1894	hartree
LUMO	1.35	eV
calculated total energy	-124067.842	eV
net charge	-1

Geometry as XYZ:
```
98
Properties=species:S:1:pos:R:3:lowdin_charge:R:1
C -0.86 0.80 -3.94 -0.16
C -0.91 -0.47 -2.85 -0.23
C 0.61 -0.91 -2.33 -0.34
N 0.65 -2.28 -1.70 -0.22
Ga 0.67 -2.17 0.27 0.22
C 2.21 -0.87 0.75 -0.35
C 2.81 -1.02 2.27 -0.28
C 1.67 -0.79 3.47 -0.19
C 1.60 0.74 4.02 -0.20
N 0.97 1.75 3.10 -0.15
C 1.96 2.41 2.17 -0.12
C -0.27 1.25 2.39 -0.30
C -1.55 0.71 3.33 -0.04
O -0.48 1.23 1.07 -0.10
H -0.50 0.44 -5.02 0.07
H -1.97 1.18 -4.09 0.05
H -0.25 1.72 -3.54 0.08
H -1.42 -1.37 -3.43 0.11
H -1.56 -0.09 -1.95 0.09
H 1.08 -0.05 -1.69 0.09
H 1.29 -0.98 -3.31 0.09
H -0.22 -2.80 -2.01 0.01
H -0.77 -1.74 0.80 -0.10
H 1.02 -3.68 0.77 -0.10
H 3.10 -1.12 0.01 0.06
H 1.85 0.21 0.46 0.01
H 3.19 -2.13 2.40 0.10
H 3.72 -0.31 2.48 0.09
H 0.62 -1.27 3.18 0.10
H 2.07 -1.46 4.38 0.10
H 1.11 0.73 5.11 0.12
H 2.72 1.10 4.20 0.13
H 1.42 3.00 1.28 0.11
H 2.81 1.72 1.76 0.08
H 2.52 3.27 2.79 0.09
H -1.77 1.60 4.09 0.08
H -2.50 0.56 2.63 0.09
H -1.27 -0.23 3.96 0.06
C 2.29 2.48 -6.56 -0.14
C 3.17 1.76 -7.53 -0.17
O 3.32 0.48 -6.95 0.07
C 2.25 0.29 -6.13 -0.51
O 1.96 -0.77 -5.60 0.12
O 1.53 1.44 -5.98 0.04
H 1.65 3.22 -7.05 0.13
H 2.87 2.98 -5.77 0.14
H 2.70 1.65 -8.52 0.11
H 4.14 2.25 -7.66 0.13
C -2.21 -1.56 7.05 -0.14
C -1.36 -1.24 8.23 -0.14
O -0.15 -1.90 7.95 0.07
C -0.09 -2.06 6.59 -0.50
O 0.90 -2.44 5.99 0.12
O -1.27 -1.73 6.01 0.05
H -2.92 -0.76 6.81 0.14
H -2.77 -2.49 7.18 0.11
H -1.16 -0.16 8.33 0.14
H -1.79 -1.60 9.17 0.11
C 3.16 6.36 -10.31 -0.14
C 3.63 6.26 -8.89 -0.13
O 3.25 4.95 -8.51 0.06
C 3.15 4.22 -9.66 -0.48
O 3.00 3.01 -9.69 0.11
O 3.22 5.02 -10.76 0.07
H 3.79 7.01 -10.92 0.14
H 2.12 6.70 -10.38 0.14
H 4.71 6.36 -8.81 0.14
H 3.15 7.00 -8.24 0.14
C -5.16 -1.33 10.63 -0.14
C -6.15 -2.24 9.97 -0.14
O -5.39 -2.89 8.97 0.08
C -4.09 -2.84 9.37 -0.51
O -3.18 -3.45 8.83 0.12
O -3.93 -2.02 10.45 0.06
H -5.37 -1.18 11.69 0.14
H -5.10 -0.36 10.13 0.14
H -6.55 -2.99 10.66 0.14
H -6.99 -1.69 9.53 0.14
C -4.49 2.05 -1.32 -0.14
C -3.43 2.89 -0.68 -0.14
O -3.43 4.06 -1.46 0.06
C -4.65 4.15 -2.05 -0.52
O -5.05 5.13 -2.66 0.12
O -5.37 3.01 -1.87 0.06
H -5.01 1.41 -0.60 0.14
H -4.10 1.43 -2.13 0.13
H -3.68 3.15 0.36 0.14
H -2.45 2.40 -0.69 0.13
C 2.03 -5.74 -3.07 -0.14
C 2.51 -5.84 -1.65 -0.14
O 2.13 -7.15 -1.27 0.06
C 2.02 -7.88 -2.42 -0.53
O 1.88 -9.09 -2.45 0.11
O 2.10 -7.08 -3.52 0.05
H 2.67 -5.09 -3.67 0.14
H 1.00 -5.40 -3.14 0.13
H 3.59 -5.74 -1.57 0.13
H 2.03 -5.10 -1.00 0.09
```


No. 3
Here is a molecular structure, C12H28AgN5O7 in a non-equilibrium geometry from OMol25. Energies are from ωB97M-V/def2-TZVPD.

Calculated values
E_HOMO	-6.52	eV
Kohn-Sham gap	0.1577	hartree
LUMO	-2.23	eV
calculated total energy	-38673.343	eV

Geometry as XYZ:
```
53
Properties=species:S:1:pos:R:3:lowdin_charge:R:1
Ag -14.39 3.38 27.02 0.93
N -16.37 4.39 22.76 -0.64
O -15.40 4.92 22.21 -0.07
O -17.51 4.27 22.21 -0.09
O -16.27 4.05 23.97 -0.16
C -11.85 1.63 22.09 0.00
C -10.91 1.78 23.27 -0.60
O -11.34 2.22 24.32 0.02
N -9.70 1.27 23.15 0.02
C -8.70 1.23 24.26 -0.05
H -12.92 1.65 22.33 0.09
H -11.64 0.67 21.63 0.07
H -11.72 2.49 21.44 0.09
H -9.30 0.91 22.30 0.14
H -8.70 0.26 24.75 0.07
H -9.02 1.82 25.12 0.08
H -7.69 1.43 23.90 0.08
C -17.40 -1.54 28.27 0.00
C -17.99 -0.16 28.09 -0.60
O -17.28 0.71 27.69 0.03
N -19.29 0.13 28.35 0.04
C -20.36 -0.83 28.81 -0.05
H -17.16 -1.95 27.28 0.09
H -18.02 -2.28 28.77 0.05
H -16.57 -1.40 28.96 0.08
H -19.47 1.12 28.23 0.14
H -21.17 -0.93 28.09 0.07
H -20.83 -0.46 29.72 0.07
H -20.10 -1.88 28.91 0.07
C -12.13 0.67 31.85 0.00
C -12.24 0.69 30.37 -0.58
O -12.34 1.67 29.67 0.03
N -12.31 -0.52 29.77 0.01
C -12.24 -0.62 28.30 -0.07
H -11.69 1.64 32.08 0.09
H -11.31 0.06 32.25 0.08
H -13.10 0.48 32.31 0.09
H -12.41 -1.44 30.19 0.14
H -11.24 -0.83 27.92 0.08
H -12.72 0.05 27.60 0.08
H -12.72 -1.59 28.19 0.08
C -15.93 7.99 28.48 0.00
C -14.72 7.46 29.19 -0.65
O -14.00 6.74 28.55 0.03
N -14.51 7.80 30.40 0.03
C -15.53 8.17 31.41 -0.04
H -16.40 8.88 28.89 0.07
H -16.72 7.25 28.36 0.09
H -15.63 8.30 27.48 0.09
H -13.66 7.38 30.75 0.15
H -16.31 8.80 30.99 0.07
H -15.01 8.84 32.10 0.09
H -16.06 7.31 31.81 0.09
```


No. 4
Here is a molecular structure, C22H23Br2N4OS2V in a non-equilibrium geometry from OMol25. Energies are from ωB97M-V/def2-TZVPD.

Calculated values
⟨S²⟩	2.030
E_HOMO (spin up / spin down)	-13.61 / -13.61	eV
multiplicity	3
Kohn-Sham gap (spin up / spin down)	0.2425 / 0.2638	hartree
LUMO (spin up / spin down)	-7.01 / -6.43	eV
calculated total energy	-218624.686	eV
net charge	+2

Geometry as XYZ:
```
55
Properties=species:S:1:pos:R:3:lowdin_charge:R:1
V -0.76 -0.33 0.15 0.79
C -2.54 3.31 0.19 -0.01
C -1.06 3.30 0.12 -0.28
C -0.38 4.53 -0.04 0.02
C 0.99 4.58 -0.07 0.02
C 1.72 3.39 0.12 -0.17
C 3.13 3.28 0.19 -0.59
Br 4.21 4.80 -0.09 0.87
C 3.74 2.07 0.48 -0.14
C 2.98 0.92 0.68 -0.56
Br 3.81 -0.71 1.15 0.87
C 1.59 0.95 0.54 -0.34
O 0.75 -0.02 0.61 -0.20
C 0.95 2.21 0.27 -0.14
N -0.40 2.16 0.24 0.12
H -2.88 4.15 0.80 0.10
H -2.92 2.38 0.60 0.04
H -2.95 3.45 -0.81 0.10
H -0.96 5.43 -0.13 0.13
H 1.50 5.52 -0.20 0.10
H 4.81 2.01 0.56 0.11
C -5.71 0.86 1.20 -0.02
N -4.46 0.25 0.77 -0.18
C -3.54 0.03 1.87 -0.05
C -4.17 0.04 -0.52 -0.60
S -2.54 -0.03 -1.14 0.79
N -5.13 -0.08 -1.44 -0.19
C -6.44 -0.66 -1.20 -0.02
C -4.83 0.08 -2.85 -0.07
H -5.47 1.67 1.89 0.11
H -6.34 0.14 1.74 0.11
H -6.25 1.28 0.37 0.10
H -3.82 -0.86 2.44 0.11
H -3.59 0.89 2.55 0.11
H -2.49 -0.06 1.52 0.03
H -6.51 -1.10 -0.21 0.09
H -6.59 -1.46 -1.93 0.11
H -7.24 0.07 -1.34 0.11
H -4.05 0.83 -2.99 0.07
H -5.73 0.41 -3.37 0.11
H -4.49 -0.86 -3.29 0.11
S -1.46 -4.67 1.01 1.18
C -1.79 -3.02 0.78 -0.42
N -0.84 -2.30 0.24 -0.13
C 0.25 -3.08 -0.09 -0.29
C 1.40 -2.66 -0.77 -0.03
C 2.40 -3.59 -1.00 -0.05
C 2.26 -4.91 -0.58 -0.03
C 1.12 -5.35 0.05 -0.05
C 0.11 -4.43 0.29 -0.42
H -2.75 -2.62 1.07 0.08
H 1.48 -1.64 -1.12 0.11
H 3.30 -3.29 -1.51 0.12
H 3.06 -5.61 -0.78 0.12
H 1.01 -6.38 0.35 0.12
```


No. 5
Here is a molecular structure, C2H5NO3 in a non-equilibrium geometry from OMol25. Energies are from ωB97M-V/def2-TZVPD.

Calculated values
E_HOMO (spin up / spin down)	-9.83 / -10.00	eV
Kohn-Sham gap (spin up / spin down)	0.3525 / 0.3257	hartree
LUMO (spin up / spin down)	-0.23 / -1.13	eV
calculated total energy	-9782.672	eV

Geometry as XYZ:
```
11
Properties=species:S:1:pos:R:3:lowdin_charge:R:1
C 0.66 -2.10 -0.01 -0.19
C -0.43 1.09 0.80 -0.49
N -0.84 2.47 -0.54 0.15
O -0.02 0.47 -0.17 0.07
O 0.23 -1.14 0.88 -0.11
O -0.63 1.32 1.92 0.22
H -0.01 2.98 -0.85 0.04
H -1.30 2.11 -1.37 0.04
H -0.09 -2.35 -0.77 0.08
H 0.83 -3.01 0.60 0.10
H 1.61 -1.85 -0.49 0.08
```


No. 6
Here is 2 unconnected molecules or ions with the total composition C23H23 from OMol25. Energies are from ωB97M-V/def2-TZVPD.

Calculated values
E_HOMO	-10.69	eV
Kohn-Sham gap	0.1870	hartree
LUMO	-5.61	eV
calculated total energy	-24216.902	eV
net charge	+1

Geometry as XYZ:
```
46
Properties=species:S:1:pos:R:3:lowdin_charge:R:1
C 0.55 -0.65 -2.25 0.02
C 1.52 0.25 -2.18 -0.13
C 2.95 -0.06 -2.18 -0.24
C 3.87 1.00 -2.18 -0.05
C 5.22 0.76 -2.17 -0.08
C 5.70 -0.54 -2.17 -0.08
C 4.81 -1.59 -2.18 -0.08
C 3.45 -1.36 -2.18 -0.04
H -0.48 -0.35 -2.23 0.03
H 0.75 -1.69 -2.32 0.05
H 1.27 1.29 -2.11 0.09
H 3.50 2.01 -2.18 0.11
H 5.91 1.59 -2.17 0.11
H 6.76 -0.72 -2.17 0.11
H 5.18 -2.61 -2.17 0.11
H 2.77 -2.19 -2.18 0.10
C -4.74 -4.27 0.28 -0.02
C -4.06 -2.95 0.27 -0.23
C -4.11 -2.14 -0.86 -0.01
C -3.46 -0.93 -0.89 0.01
C -2.72 -0.46 0.22 -0.19
C -2.06 0.79 0.10 0.13
C -1.15 1.47 0.95 -0.18
C -0.78 2.79 0.62 0.01
C 0.07 3.51 1.42 -0.01
C 0.61 2.97 2.58 -0.23
C 1.50 3.78 3.45 -0.02
C 0.29 1.65 2.90 0.00
C -0.55 0.91 2.10 0.02
C -2.72 -1.28 1.37 0.02
C -3.36 -2.49 1.38 0.00
H -4.49 -4.84 1.18 0.09
H -5.82 -4.16 0.25 0.10
H -4.45 -4.87 -0.58 0.10
H -4.67 -2.47 -1.71 0.13
H -3.53 -0.30 -1.77 0.12
H -2.31 1.34 -0.80 0.13
H -1.19 3.23 -0.28 0.12
H 0.33 4.52 1.14 0.13
H 1.73 3.26 4.38 0.09
H 2.45 3.99 2.95 0.10
H 1.04 4.73 3.71 0.10
H 0.73 1.21 3.77 0.12
H -0.69 -0.12 2.34 0.10
H -2.28 -0.92 2.28 0.10
H -3.34 -3.09 2.27 0.12
```


The highest calculated total energy belongs to which entry? C2H5NO3